{"formula": "C10Cl5N3SbSe4W", "method": "ωB97M-V with the def2-TZVPD basis set", "species": ["W", "Cl", "C", "C", "C", "Cl", "C", "Cl", "C", "Cl", "C", "Cl", "Se", "Sb", "Se", "Se", "Se", "N", "C", "C", "C", "N", "C", "N"], "coordinates": [[-0.29216, -0.49949, -0.47714], [-1.89124, -1.80086, -1.38061], [1.37733, -1.48890, -1.05527], [1.59030, -0.16209, -1.18710], [2.79447, 0.37250, -1.61733], [3.01809, 2.06764, -1.78052], [3.78982, -0.54383, -1.91245], [5.31666, 0.00763, -2.46951], [3.56919, -1.94549, -1.76256], [4.83854, -3.03552, -2.14638], [2.35370, -2.43841, -1.31829], [2.05832, -4.11866, -1.11713], [-1.61182, -2.46275, 5.03560], [-0.05618, -0.69418, 5.28914], [-0.20009, -0.57018, 1.72152], [-0.75433, 1.52387, 4.81906], [2.23426, -1.16313, 5.64500], [-0.71585, 1.40359, -1.03472], [-1.07621, 2.43325, -1.45835], [-1.45693, 3.63765, -1.95456], [-2.80253, 4.06737, -1.78692], [-3.89347, 4.40706, -1.64934], [-0.50806, 4.42142, -2.66671], [0.26515, 5.05082, -3.24221]], "e_lumo_ev": -0.40, "multiplicity": 1, "largest_force_ha_per_bohr": 0.0040, "de_lowest_kj_mol": 8.3, "charge": -1, "orbital_gap_ev": 4.8}